C5H3ClN2S | ωB97M-V/def2-TZVPD

* ΔE to the lowest compared entry with this formula, charge and spin: 46.1 kcal per mole

Last columns: bonded neighbours and bond lengths (Å).
Cartesian coordinates (Å):
1 C 1.71009 -1.04963 -0.27004  N6 1.278, N7 1.393, H10 1.116
2 C 3.25935 -2.70136 -1.24602  N6 1.196, Cl9 1.703
3 C 0.32991 -0.93709 -2.32622  N7 1.415, S8 1.737
4 C -0.30931 0.17684 -0.29328  C5 1.347, N7 1.378, H11 1.127
5 C -1.40773 0.42141 -1.03378  C4 1.347, S8 1.716, H12 1.097
6 N 2.54805 -1.83509 -0.82996  C1 1.278, C2 1.196
7 N 0.60195 -0.59420 -0.98087  C1 1.393, C3 1.415, C4 1.378
8 S -1.14706 -0.08417 -2.65265  C3 1.737, C5 1.716
9 Cl 4.62496 -2.73375 -2.26366  C2 1.703
10 H 1.83861 -1.00283 0.83799  C1 1.116
11 H -0.13674 0.50932 0.76958  C4 1.127
12 H -2.17094 1.07432 -0.59193  C5 1.097

natural (NBO) atomic charge list, values in e, 5 entries:
1 C 0.11
2 C 0.14
3 C -0.18
4 C -0.05
5 C -0.47